Entry 1:
Formula: C2H5NS2
Source: the OMol25 dataset
Level of theory: ωB97M-V with the def2-TZVPD basis set

```
! RIJCOSX wB97M-V def2-TZVPD def2/J DEFGRID3
* xyz 0 1
C -2.008 -0.364 0.042
C 1.212 1.344 0.317
N -2.654 -1.405 0.408
S 1.111 -0.349 0.485
S -2.211 1.216 -0.440
H -0.912 -0.416 0.064
H 1.062 1.830 1.205
H 0.748 1.934 -0.595
H -2.195 -2.272 0.494
H 1.450 -0.559 -0.714
*
```

The value obtained for the highest occupied orbital energy (alpha / beta) is -8.96 / -8.43 eV. As for the LUMO energy (alpha / beta): -0.68 / -2.14 eV. As for the gap between HOMO and LUMO (alpha / beta): 8.28 / 6.28 eV.

Results of the Mulliken charge analysis, in e, for atoms 1 through 2: 0.67, -0.59

Entry 2:
Formula: C2H3FO2Rb
Source: the OMol25 dataset
Level of theory: ωB97M-V with the def2-TZVPD basis set

```
! RIJCOSX wB97M-V def2-TZVPD def2/J DEFGRID3
* xyz 1 1
F -5.120 -0.065 -0.457
H -4.864 -0.054 -1.349
O -0.467 0.134 -1.430
C 0.075 0.139 -0.451
C 1.076 0.171 0.698
O 2.286 0.200 0.170
H 0.786 -0.721 1.297
H 0.747 1.064 1.276
Rb 5.481 -0.868 0.245
*
```

The value obtained for the highest occupied orbital energy is -12.42 eV. As for the LUMO energy: -3.78 eV. As for the gap between HOMO and LUMO: 8.64 eV.

Results of the Mulliken charge analysis, in e, for atoms 1 through 2: -0.39, 0.39

Entry 3:
Formula: C4H14N
Source: the OMol25 dataset
Level of theory: ωB97M-V with the def2-TZVPD basis set

```
! RIJCOSX wB97M-V def2-TZVPD def2/J DEFGRID3
* xyz 1 1
C 0.720 1.580 -0.127
C -0.587 2.087 0.445
N 1.270 0.443 0.683
H 0.576 1.316 -1.166
H 1.455 2.383 -0.143
H -0.606 2.045 1.539
H -1.468 1.522 0.141
H 0.543 -0.264 0.856
H 1.972 0.009 0.082
H 1.606 0.769 1.573
H -0.839 3.106 0.151
C -1.341 -1.849 -0.078
C -0.125 -2.088 -1.004
H -2.150 -1.281 -0.536
H -1.701 -2.765 0.382
H -1.097 -1.174 0.766
H 0.524 -2.774 -0.457
H 0.339 -1.133 -1.202
H -0.517 -2.625 -1.864
*
```

The value obtained for the highest occupied orbital energy is -15.74 eV. As for the LUMO energy: -3.55 eV. As for the gap between HOMO and LUMO: 12.19 eV.

Results of the Mulliken charge analysis, in e, for atoms 1 through 2: -0.27, -1.14

Respective E values: -930.167343 -352.154394 -215.287086 Ha.
Respective energy above the lowest of the compared OMol25 structures with the same formula, charge and spin values: 451.9 139.4 57.3 kJ/mol.